Record 1
Entry from the OMol25 dataset: a molecular structure, C40H51BrNPS2SiTi (the ωB97M-V functional and the def2-TZVPD basis).

Values from the calculation:
LUMO level, eV: -7.015
Energy above the lowest of the compared OMol25 structures with the same formula, charge and spin, kJ/mol: 2.56
Total charge: +2
Total energy, eV: -175782.9943

CARTESIAN COORDINATES (ANGSTROEM)
Ti 0.06 1.39 0.20
C -1.04 -1.96 2.02
C -1.49 -1.36 3.33
C -2.38 -2.07 4.13
C -2.85 -1.54 5.33
C -2.42 -0.30 5.76
C -1.53 0.42 4.98
C -1.07 -0.10 3.77
P 0.11 0.85 2.78
C 0.33 2.46 3.60
C 1.54 2.78 4.21
C 1.73 4.03 4.79
C 0.71 4.96 4.75
C -0.49 4.66 4.12
C -0.70 3.41 3.54
C -2.02 3.13 2.88
C 1.68 -0.02 2.85
C 2.26 -0.46 4.04
C 3.51 -1.05 4.00
C 4.17 -1.22 2.79
C 3.57 -0.81 1.60
C 2.31 -0.23 1.62
C 1.58 0.04 0.34
H -1.55 -2.90 1.83
H 0.04 -2.15 2.03
H -1.26 -1.29 1.19
H -2.72 -3.04 3.81
H -3.54 -2.12 5.93
H -2.77 0.11 6.70
H -1.19 1.39 5.32
H 2.34 2.06 4.24
H 2.67 4.26 5.27
H 0.85 5.94 5.20
H -1.28 5.40 4.09
H -2.55 4.06 2.65
H -2.67 2.53 3.51
H -1.91 2.58 1.94
H 1.75 -0.32 4.98
H 3.97 -1.39 4.92
H 5.15 -1.68 2.76
H 4.08 -0.98 0.66
H 0.95 -0.82 0.06
H 2.26 0.22 -0.50
S -0.16 1.05 -2.12
C -1.75 0.77 -1.46
N -1.87 0.71 -0.14
C -3.20 0.49 0.25
C -3.69 0.35 1.54
C -5.04 0.11 1.70
C -5.90 0.02 0.60
C -5.42 0.15 -0.68
C -4.06 0.38 -0.84
S -3.18 0.57 -2.34
H -3.04 0.41 2.40
H -5.45 0.00 2.70
H -6.96 -0.17 0.76
H -6.08 0.06 -1.54
C 1.48 4.53 -2.87
C 2.87 4.39 -2.24
C 3.83 5.36 -2.98
C 3.34 2.95 -2.49
Si 2.94 4.87 -0.41
Br 0.83 3.71 0.48
C 4.25 4.01 0.67
C 4.30 4.57 2.10
C 4.05 2.50 0.80
C 5.61 4.28 -0.02
C 2.47 6.64 0.06
C 1.44 7.27 -0.89
C 3.78 7.46 -0.06
C 1.92 6.79 1.49
H 1.55 4.27 -3.93
H 1.08 5.54 -2.82
H 0.75 3.85 -2.42
H 3.87 5.07 -4.03
H 4.85 5.32 -2.60
H 3.49 6.39 -2.94
H 3.26 2.74 -3.56
H 2.72 2.22 -1.97
H 4.38 2.78 -2.21
H 3.37 4.41 2.63
H 4.55 5.63 2.14
H 5.09 4.03 2.64
H 3.18 2.27 1.41
H 4.92 2.08 1.32
H 3.96 1.98 -0.15
H 5.81 5.35 -0.16
H 5.70 3.79 -0.98
H 6.40 3.89 0.62
H 1.80 7.35 -1.91
H 1.23 8.28 -0.54
H 0.49 6.72 -0.89
H 4.24 7.39 -1.05
H 4.52 7.17 0.68
H 3.54 8.51 0.11
H 0.92 6.36 1.58
H 1.83 7.86 1.71
H 2.55 6.35 2.25

Record 2
Entry from the OMol25 dataset: 10 unconnected molecules or ions with the total composition C40H51F3N10O3S at a distorted geometry (the ωB97M-V functional and the def2-TZVPD basis).

Values from the calculation:
LUMO level, eV: 0.043
Total energy, eV: -82333.5325

CARTESIAN COORDINATES (ANGSTROEM)
C -1.55 -0.87 -0.75
C -2.20 -1.82 -1.69
C -1.81 -1.72 -3.13
N -3.06 -2.65 -1.22
O -4.06 -2.95 -2.23
S -5.59 -2.76 -1.64
O -5.47 -2.07 -0.39
O -6.47 -1.68 -2.69
C -5.76 -0.90 -3.54
F -5.22 -1.62 -4.55
F -6.60 -0.02 -4.10
F -4.79 -0.20 -2.93
H -1.83 0.12 -1.11
H -0.46 -0.94 -0.76
H -1.95 -0.96 0.25
H -0.78 -2.04 -3.28
H -1.87 -0.67 -3.42
H -2.45 -2.29 -3.80
N -0.05 1.49 -5.43
C 1.27 1.17 -5.25
C 1.82 2.13 -4.44
C 0.79 3.06 -4.12
C -0.35 2.63 -4.74
H -0.70 0.96 -5.98
H 1.70 0.30 -5.71
H 2.84 2.17 -4.12
H 0.87 3.93 -3.49
H -1.35 3.04 -4.75
N 2.76 -0.26 -0.10
C 2.90 -1.61 0.08
C 2.83 -1.86 1.43
C 2.64 -0.61 2.08
C 2.60 0.36 1.11
H 2.78 0.21 -0.99
H 3.04 -2.27 -0.76
H 2.91 -2.83 1.89
H 2.54 -0.45 3.14
H 2.46 1.42 1.18
N 4.97 4.64 -1.27
C 6.04 4.73 -0.42
C 6.18 3.53 0.21
C 5.15 2.68 -0.27
C 4.42 3.39 -1.19
H 4.64 5.38 -1.87
H 6.61 5.64 -0.35
H 6.93 3.28 0.95
H 4.96 1.65 0.01
H 3.57 3.11 -1.78
N -9.58 -4.56 -4.65
C -8.63 -4.10 -3.78
C -8.43 -5.07 -2.83
C -9.29 -6.16 -3.14
C -9.99 -5.81 -4.27
H -9.93 -4.05 -5.44
H -8.18 -3.13 -3.91
H -7.74 -5.01 -2.00
H -9.39 -7.08 -2.60
H -10.73 -6.35 -4.83
N 4.25 -4.28 4.30
C 5.61 -4.35 4.20
C 5.99 -5.63 4.51
C 4.80 -6.36 4.81
C 3.75 -5.50 4.66
H 3.70 -3.45 4.13
H 6.20 -3.49 3.92
H 7.00 -6.00 4.53
H 4.73 -7.39 5.09
H 2.69 -5.64 4.79
N 4.35 1.40 4.90
C 3.65 0.88 5.96
C 4.24 1.31 7.11
C 5.35 2.12 6.74
C 5.38 2.16 5.37
H 4.13 1.24 3.93
H 2.79 0.25 5.80
H 3.92 1.07 8.11
H 6.04 2.62 7.40
H 6.06 2.66 4.69
N -2.80 -5.27 -5.21
C -4.00 -4.94 -4.63
C -4.61 -6.11 -4.24
C -3.74 -7.18 -4.59
C -2.63 -6.63 -5.18
H -2.15 -4.61 -5.59
H -4.32 -3.92 -4.55
H -5.57 -6.19 -3.76
H -3.90 -8.23 -4.43
H -1.74 -7.08 -5.59
N 1.26 3.27 4.76
C 0.17 2.46 4.65
C -0.90 3.24 4.31
C -0.44 4.58 4.21
C 0.91 4.57 4.49
H 2.19 2.97 5.00
H 0.25 1.40 4.82
H -1.91 2.90 4.16
H -1.02 5.46 3.97
H 1.63 5.36 4.52
N -0.16 8.21 1.30
C -0.05 9.55 1.57
C 0.79 9.70 2.64
C 1.22 8.40 3.03
C 0.62 7.50 2.18
H -0.71 7.81 0.58
H -0.59 10.27 0.98
H 1.07 10.64 3.09
H 1.89 8.15 3.83
H 0.68 6.43 2.13

Record 3
Entry from the OMol25 dataset: a molecular structure, C40H51N3O4PdS at a distorted geometry (the ωB97M-V functional and the def2-TZVPD basis).

Values from the calculation:
LUMO level (spin up / spin down), eV: -5.939 / -9.200
Energy above the lowest of the compared OMol25 structures with the same formula, charge and spin, kJ/mol: 202.02
Total charge: +2
<S²>: 6.077
Multiplicity: 5
Total energy, eV: -69262.6831

CARTESIAN COORDINATES (ANGSTROEM)
Pd -0.57 0.86 -1.35
C -0.59 -0.41 5.60
C -1.49 -1.37 4.80
C -1.24 -2.83 5.28
C -3.02 -0.99 5.00
C -1.14 -1.33 3.30
C -0.78 -0.10 2.69
C -0.62 -0.07 1.32
N -0.13 0.97 0.54
C 0.72 1.96 0.92
C 1.28 2.22 2.24
C 2.23 3.23 2.38
C 2.51 4.05 1.26
C 2.02 3.88 -0.06
C 1.06 2.82 -0.22
O 0.55 2.59 -1.41
C 2.49 4.73 -1.28
C 3.56 5.71 -0.83
C 1.26 5.39 -1.82
C 3.11 3.80 -2.37
C 3.09 3.37 3.62
C 2.52 4.40 4.67
C 3.06 1.96 4.34
C 4.53 3.72 3.32
C -1.15 -1.23 0.46
O -1.21 -0.98 -0.80
C -1.44 -2.43 1.10
C -1.24 -2.45 2.48
C -1.69 -3.82 0.36
C -2.54 -3.62 -0.93
C -2.40 -4.77 1.34
C -0.30 -4.41 -0.07
H -0.86 -0.56 6.64
H -0.70 0.64 5.34
H 0.41 -0.78 5.42
H -1.27 -2.79 6.40
H -0.24 -3.23 4.89
H -2.03 -3.53 4.96
H -3.34 -1.26 6.03
H -3.63 -1.55 4.29
H -3.15 0.09 4.80
H -0.65 0.80 3.30
H 1.14 1.58 3.09
H 3.16 4.89 1.46
H 3.24 6.47 -0.11
H 3.86 6.35 -1.71
H 4.45 5.17 -0.47
H 0.71 6.01 -1.08
H 0.49 4.66 -2.16
H 1.41 6.17 -2.59
H 4.08 3.34 -2.13
H 3.31 4.35 -3.30
H 2.41 2.93 -2.59
H 1.48 4.12 4.73
H 2.68 5.42 4.30
H 2.99 4.29 5.68
H 2.12 1.86 4.81
H 3.79 2.01 5.14
H 3.27 1.05 3.72
H 4.55 4.67 2.76
H 5.10 2.99 2.69
H 5.10 3.88 4.27
H -1.26 -3.42 2.95
H -3.56 -3.24 -0.78
H -2.63 -4.58 -1.43
H -2.13 -2.85 -1.57
H -3.30 -4.24 1.63
H -1.87 -4.95 2.27
H -2.75 -5.70 0.88
H 0.19 -3.77 -0.82
H -0.54 -5.38 -0.50
H 0.37 -4.68 0.75
C -4.78 -4.87 -5.03
C -4.11 -3.53 -4.87
C -4.80 -2.34 -4.59
C -4.10 -1.17 -4.33
C -2.70 -1.13 -4.42
C -2.00 -2.29 -4.63
C -2.71 -3.47 -4.86
S -1.81 0.35 -4.25
O -2.59 1.18 -3.38
O -1.61 0.67 -5.63
N -0.47 0.19 -3.35
C 0.72 -0.34 -3.82
C 0.91 -0.77 -5.20
C 2.17 -1.23 -5.54
C 3.20 -1.42 -4.57
C 2.80 -1.26 -3.24
N 1.60 -0.74 -2.87
H -5.49 -5.12 -4.22
H -3.98 -5.56 -5.17
H -5.48 -4.88 -5.94
H -5.89 -2.21 -4.47
H -4.53 -0.24 -3.96
H -0.91 -2.25 -4.68
H -2.12 -4.35 -5.11
H 0.09 -0.64 -5.90
H 2.26 -1.35 -6.64
H 4.12 -1.86 -4.81
H 3.39 -1.45 -2.33

Record 4
Entry from the OMol25 dataset: a molecular structure, C40H52CrFN4S2Si (the ωB97M-V functional and the def2-TZVPD basis).

Values from the calculation:
LUMO level (spin up / spin down), eV: -0.169 / 0.264
Energy above the lowest of the compared OMol25 structures with the same formula, charge and spin, kJ/mol: 208.78
<S²>: 3.892
Multiplicity: 4
Total energy, eV: -108969.5693

CARTESIAN COORDINATES (ANGSTROEM)
Cr -0.78 1.07 -1.66
S 0.95 -0.78 -0.01
C 1.41 -1.12 1.61
N 2.71 -1.72 1.81
C 2.96 -1.88 3.24
C 2.48 -0.68 4.02
N 1.04 -0.56 3.87
C 0.38 0.25 4.88
C 0.90 1.67 4.92
C 0.79 2.49 3.79
C 1.27 3.78 3.83
C 1.86 4.29 4.98
C 1.97 3.48 6.10
C 1.49 2.18 6.06
C 0.55 -0.65 2.58
S -1.08 -0.22 2.22
C 2.83 -3.01 1.15
C 4.26 -3.49 1.10
C 5.29 -2.62 0.76
C 6.59 -3.07 0.68
C 6.89 -4.40 0.93
C 5.87 -5.27 1.28
C 4.57 -4.82 1.37
H 4.03 -2.05 3.40
H 2.42 -2.76 3.62
H 2.99 0.24 3.70
H 2.69 -0.83 5.08
H 0.53 -0.23 5.85
H -0.69 0.24 4.66
H 0.32 2.09 2.90
H 1.18 4.41 2.95
H 2.23 5.30 5.00
H 2.43 3.86 7.00
H 1.58 1.55 6.94
H 2.45 -2.93 0.13
H 2.21 -3.77 1.64
H 5.06 -1.57 0.59
H 7.38 -2.37 0.41
H 7.91 -4.75 0.87
H 6.10 -6.31 1.49
H 3.78 -5.50 1.65
C -1.34 -2.99 -0.32
Si -0.08 -2.20 -1.41
C 1.08 -3.43 -2.18
C 2.50 -0.34 -0.83
N -0.53 -0.89 -2.39
C -0.55 -0.92 -3.77
C -0.87 -2.00 -4.60
C -0.85 -1.88 -5.99
C -0.53 -0.68 -6.60
C -0.24 0.43 -5.82
C -0.26 0.25 -4.46
F 0.01 1.34 -3.62
H -0.86 -3.63 0.42
H -2.01 -3.60 -0.92
H -1.93 -2.24 0.22
H 1.42 -4.15 -1.44
H 1.94 -2.96 -2.65
H 0.57 -4.00 -2.96
H 3.19 -1.17 -0.88
H 2.93 0.47 -0.24
H 2.26 0.00 -1.83
H -1.17 -2.94 -4.16
H -1.11 -2.74 -6.59
H -0.54 -0.59 -7.68
H 0.00 1.40 -6.23
C -4.13 -1.27 -2.20
N -4.60 -0.72 -0.96
C -6.04 -0.52 -1.00
C -3.84 0.45 -0.51
C -3.74 1.58 -1.52
C -4.87 2.35 -1.78
C -4.88 3.29 -2.79
C -3.75 3.48 -3.56
C -2.59 2.78 -3.27
C -2.56 1.84 -2.23
H -4.62 -2.23 -2.38
H -3.05 -1.43 -2.16
H -4.33 -0.62 -3.07
H -6.52 -1.49 -1.16
H -6.37 0.15 -1.80
H -6.39 -0.12 -0.05
H -2.84 0.10 -0.22
H -4.31 0.81 0.41
H -5.76 2.20 -1.18
H -5.78 3.87 -2.98
H -3.75 4.21 -4.36
H -1.70 3.00 -3.83
C -2.00 3.62 1.23
C -0.89 3.77 0.20
C -1.33 4.74 -0.90
C -0.40 2.41 -0.28
H -2.30 4.59 1.62
H -1.72 2.97 2.06
H -2.88 3.18 0.75
H -0.02 4.23 0.70
H -2.29 4.44 -1.32
H -0.61 4.79 -1.71
H -1.44 5.74 -0.47
H 0.57 2.14 0.15
H -1.09 1.57 0.13

Question: total energy of number 3 (C40H51N3O4PdS)?
Answer: -69262.6831 eV

Question: Which of these has the lowest total energy?
Answer: C40H51BrNPS2SiTi

Question: The lowest total energy belongs to which entry?
Answer: C40H51BrNPS2SiTi

Question: The lowest total energy belongs to which entry?
Answer: C40H51BrNPS2SiTi